Run 1
DFT (wB97M-V/def2-TZVPD) results for a 2-piece molecular cluster, C6H14O overall.

Element x y z (Å)
C (-1.08112, -0.58431, -1.54298)
C (-1.00852, -0.80338, -0.23118)
C (-0.75128, -2.09246, 0.46734)
O (-2.08767, 0.06651, 0.83254)
H (-1.28874, 0.38856, -1.96647)
H (-0.88701, -1.40394, -2.22504)
H (-1.58139, -2.34726, 1.12948)
H (-0.60647, -2.94406, -0.20096)
H (0.12073, -2.03988, 1.12094)
H (-2.67002, 0.54568, 0.22610)
C (0.56593, 2.17091, 0.09011)
C (0.73778, 0.75573, 0.60034)
C (1.91323, 0.03295, -0.01465)
H (1.44237, 2.77399, 0.34633)
H (-0.30979, 2.64228, 0.54036)
H (0.44714, 2.17651, -0.99682)
H (0.78467, 0.72093, 1.69314)
H (-0.44092, 0.35453, 0.63642)
H (2.02070, -0.98470, 0.36439)
H (1.84066, 0.01125, -1.10417)
H (2.83972, 0.56016, 0.23479)

Properties
SMILES: C=C(C)O.CCC
Kohn-Sham gap: 9.395 eV
Spin multiplicity: 1

=====

Run 2
DFT (wB97M-V/def2-TZVPD) results for a 2-piece molecular cluster, C6H14O overall.

Element x y z (Å)
C (-1.00655, -1.34487, -1.51006)
C (-1.25682, -0.21784, -0.54879)
C (-0.93751, -0.43757, 0.72617)
C (-0.86603, 0.56310, 1.81992)
C (-0.24525, 1.91561, 1.63155)
C (1.18295, 1.92468, 1.18668)
H (-1.38998, -2.37549, -1.13090)
H (0.05381, -1.51339, -1.61191)
H (-1.61773, -1.11374, -2.47567)
H (-1.81079, 0.70954, -0.75955)
H (-0.42260, -1.41308, 1.01931)
H (-1.87458, 0.57869, 2.25494)
H (-0.23261, -0.03804, 2.53966)
H (-0.94120, 2.32922, 0.78198)
H (-0.40743, 2.43487, 2.59650)
H (1.89782, 1.33949, 1.72746)
H (1.47199, 2.96116, 0.84087)
H (1.18149, 1.29012, 0.21805)
O (2.32726, -2.01041, -2.65629)
H (2.55899, -2.02651, -1.79909)
H (1.69004, -1.49831, -2.78413)

Properties
SMILES: C/C=C/CCC.O
Kohn-Sham gap: 10.053 eV
Spin multiplicity: 1

=====

Most stable structure, least stable structure: run 2, run 1.

=====

Run 1
DFT (wB97M-V/def2-TZVPD) results for one molecule with the formula C6H14O.

Element x y z (Å)
C (-1.21813, -1.22394, -0.84299)
C (-1.89864, -0.41798, 0.25940)
C (-1.43764, 1.02396, 0.47749)
C (-0.04069, 1.25295, 1.06051)
C (1.12419, 0.87128, 0.15681)
O (1.49669, -0.46510, 0.40878)
C (2.47097, -0.89813, -0.50298)
H (-1.73990, -2.17702, -0.97022)
H (-0.18275, -1.44057, -0.58668)
H (-1.24127, -0.70286, -1.80753)
H (-2.96713, -0.37103, 0.02985)
H (-1.81948, -0.97578, 1.20008)
H (-1.50042, 1.56557, -0.47692)
H (-2.17379, 1.50587, 1.13677)
H (0.09293, 0.70513, 1.99746)
H (0.03800, 2.31458, 1.31487)
H (0.82562, 0.97020, -0.89876)
H (1.98887, 1.54469, 0.31156)
H (2.06499, -0.87222, -1.52204)
H (2.73286, -1.93117, -0.26730)
H (3.38471, -0.27840, -0.47816)

Properties
SMILES: CCCCCOC
Kohn-Sham gap: 10.979 eV
Spin multiplicity: 1

=====

Run 2
DFT (wB97M-V/def2-TZVPD) results for a 2-piece molecular cluster, C6H14O overall.

Element x y z (Å)
C (3.13441, -0.26783, 1.75137)
C (2.40031, -0.26841, 0.55740)
C (1.47971, -1.37097, -0.05729)
C (0.01027, -0.97440, -0.46626)
C (-0.80998, 0.35585, 0.00202)
C (-0.45955, 1.54188, -0.95718)
H (3.28270, -1.24023, 2.42614)
H (3.40326, 0.80065, 2.01164)
H (2.21167, 0.72942, 0.25248)
H (1.96701, -1.86468, -0.92830)
H (1.47900, -2.21056, 0.66753)
H (0.01935, -0.85196, -1.52753)
H (-0.53771, -1.89552, -0.24540)
H (-0.50016, 0.49555, 1.08945)
H (-1.91924, 0.10136, 0.28383)
H (-1.09390, 1.40351, -1.94274)
H (0.59677, 1.81845, -0.88719)
H (-0.96355, 2.50199, -0.69964)
O (-4.81052, 0.50130, -0.12816)
H (-4.96443, -0.22241, -0.73709)
H (-3.92541, 0.91701, -0.46510)

Properties
SMILES: C=CCCCC.O
Kohn-Sham gap: 10.168 eV
Spin multiplicity: 1

=====

Run 3
DFT (wB97M-V/def2-TZVPD) results for a 2-piece molecular cluster, C6H14O overall.

Element x y z (Å)
C (0.74762, 2.56621, 1.36683)
C (0.66845, 1.34910, 0.51975)
C (-0.59296, 0.52585, 0.81564)
C (-1.02756, -0.58638, 0.19679)
C (-2.22145, -1.29001, 0.78357)
C (-0.50560, -1.14382, -1.09803)
H (-0.04295, 3.26880, 1.05383)
H (1.72209, 3.07772, 1.29351)
H (0.57451, 2.28836, 2.42013)
H (0.56380, 1.63696, -0.54403)
H (1.46769, 0.58593, 0.58484)
H (-1.09359, 0.94051, 1.70053)
H (-1.83125, -2.24533, 1.17307)
H (-3.01492, -1.50744, 0.04891)
H (-2.66262, -0.72282, 1.62039)
H (0.06512, -0.36861, -1.63648)
H (-1.35912, -1.45164, -1.72522)
H (0.14907, -2.01758, -0.94139)
O (2.55250, -1.32586, -2.61471)
H (2.30866, -2.23162, -2.31740)
H (3.53250, -1.34837, -2.70045)

Properties
SMILES: CCC=C(C)C.O
Kohn-Sham gap: 9.336 eV
Spin multiplicity: 1

=====

Most stable structure, least stable structure: run 1, run 2.

=====

Run 1
DFT (wB97M-V/def2-TZVPD) results for one molecule with the formula C6H14O.

Element x y z (Å)
C (1.15239, 0.50903, -3.12150)
C (1.58599, 0.25978, -1.67563)
C (0.52328, -0.50303, -0.87419)
C (0.56267, -0.21116, 0.62977)
C (-0.78681, -0.45495, 1.28282)
O (-0.78588, 0.10807, 2.57268)
C (-2.07806, 0.19445, 3.10966)
H (1.91354, 1.04820, -3.69356)
H (0.23243, 1.10798, -3.14979)
H (0.94481, -0.43260, -3.64148)
H (2.54106, -0.28102, -1.64604)
H (1.77084, 1.22298, -1.18458)
H (-0.46848, -0.21727, -1.25593)
H (0.61229, -1.58250, -1.06075)
H (0.80772, 0.84562, 0.79695)
H (1.34180, -0.79492, 1.13476)
H (-1.56908, 0.02998, 0.67138)
H (-1.02959, -1.53197, 1.32358)
H (-2.75962, 0.71833, 2.41926)
H (-2.00720, 0.76347, 4.03952)
H (-2.50410, -0.79847, 3.32308)

Properties
SMILES: CCCCCOC
Kohn-Sham gap: 10.946 eV
Spin multiplicity: 1

=====

Run 2
DFT (wB97M-V/def2-TZVPD) results for one molecule with the formula C6H14O.

Element x y z (Å)
C (-3.28364, -0.04561, 0.65303)
C (-2.21953, 0.14965, -0.45687)
C (-0.85570, 0.44504, 0.13675)
C (0.39720, -0.04805, -0.56877)
C (1.63807, 0.17088, 0.28877)
C (2.89574, -0.34696, -0.35324)
O (3.97558, -0.07644, 0.51745)
H (-4.22898, -0.28313, 0.15902)
H (-3.40608, 0.85013, 1.27280)
H (-3.06707, -0.86396, 1.36317)
H (-2.21138, -0.79134, -1.01659)
H (-2.53512, 0.95418, -1.11227)
H (-0.74077, 1.49893, 0.43680)
H (-1.05214, -0.16065, 1.01859)
H (0.53902, 0.42923, -1.54472)
H (0.25214, -1.11400, -0.77710)
H (1.79684, 1.23286, 0.49891)
H (1.52376, -0.32698, 1.25421)
H (2.77212, -1.42157, -0.54550)
H (3.03010, 0.14898, -1.32315)
H (4.77986, -0.40122, 0.09870)

Properties
SMILES: CCCCCCO
Kohn-Sham gap: 11.339 eV
Spin multiplicity: 1

=====

Run 3
DFT (wB97M-V/def2-TZVPD) results for a 2-piece molecular cluster, C6H14O overall.

Element x y z (Å)
C (-3.33749, 0.46364, 0.17623)
C (-2.03670, 0.96758, -0.26342)
C (-0.83592, 0.54214, 0.59848)
C (0.38076, 0.32469, -0.29170)
C (1.62320, -0.20189, 0.41068)
C (2.71378, -0.48391, -0.60701)
O (3.85989, -0.94922, 0.07227)
H (-3.06349, -4.63698, 1.23524)
H (-4.25624, 0.94759, -0.14151)
H (-3.41922, -0.41067, 0.81465)
H (-1.84907, 0.59887, -1.31073)
H (-2.07219, 2.05984, -0.40030)
H (-0.62968, 1.30180, 1.36422)
H (-1.07172, -0.38412, 1.13878)
H (0.61594, 1.26705, -0.80819)
H (0.08985, -0.39026, -1.07541)
H (1.99578, 0.51946, 1.14838)
H (1.39300, -1.12824, 0.95200)
H (2.34446, -1.23012, -1.33089)
H (2.92872, 0.43812, -1.17379)
H (4.53119, -1.15914, -0.58704)

Properties
Kohn-Sham gap (spin up / spin down): 10.933 / 8.851 eV
Spin multiplicity: 1

=====

Most stable structure, least stable structure: run 2, run 3.

=====

Run 1
DFT (wB97M-V/def2-TZVPD) results for C6H14O as an isolated structure.

Element x y z (Å)
C (-1.45490, -0.36202, -1.46991)
C (-1.00182, 1.10774, -1.20319)
C (-0.40548, 1.37983, 0.29704)
C (0.53953, 0.28823, 0.68115)
C (1.71202, 0.02946, -0.10840)
C (0.68528, -0.20796, 2.06435)
H (-0.57397, -1.00294, -1.67594)
H (-2.11732, -0.39676, -2.33190)
H (-2.01984, -0.75495, -0.62720)
H (-0.14421, 1.31797, -1.88057)
H (-1.79285, 1.80784, -1.46838)
H (0.00667, 2.39943, 0.41183)
H (-1.25152, 1.25504, 1.00090)
H (2.68978, -0.34194, 0.11585)
H (1.65854, 0.36781, -1.13154)
H (1.07666, -1.25047, 2.15939)
H (1.31823, 0.44689, 2.64499)
H (-0.30433, -0.20767, 2.51738)
H (0.73274, -0.74793, -0.02825)
H (0.59996, -2.94258, -0.00696)
O (0.04683, -2.18503, 0.03936)

Properties
Kohn-Sham gap: 7.348 eV
Spin multiplicity: 1

=====

Run 2
DFT (wB97M-V/def2-TZVPD) results for one molecule with the formula C6H14O.

Element x y z (Å)
C (2.27115, -2.62663, -0.21141)
C (1.56256, -1.34850, -0.65340)
C (0.36201, -0.92192, 0.18912)
C (-0.17635, 0.43172, -0.27440)
C (-1.30704, 0.97534, 0.59164)
C (-1.79830, 2.33028, 0.11558)
O (-2.83647, 2.75111, 0.97994)
H (3.27060, -2.66108, -0.65732)
H (1.73596, -3.53232, -0.51654)
H (2.39631, -2.65871, 0.87742)
H (2.29387, -0.53065, -0.62498)
H (1.25069, -1.44281, -1.70268)
H (-0.43933, -1.67405, 0.14960)
H (0.66752, -0.85301, 1.24358)
H (-0.51718, 0.34737, -1.31722)
H (0.65388, 1.15392, -0.28562)
H (-2.15420, 0.27795, 0.59636)
H (-0.97076, 1.07266, 1.63187)
H (-0.96128, 3.04882, 0.11901)
H (-2.15404, 2.25026, -0.92552)
H (-3.14963, 3.61026, 0.67498)

Properties
SMILES: CCCCCCO
Kohn-Sham gap: 11.311 eV
Spin multiplicity: 1

=====

Most stable structure, least stable structure: run 2, run 1.